Computed, not measured: C60H60N11O2P4SSe2W as an isolated structure in a non-equilibrium geometry, with wB97M-V/def2-TZVPD.

```
141
Properties=species:S:1:pos:R:3:forces:R:3
W 0.327 1.125 0.046 1.31 0.19 1.15
Se -0.310 -5.743 1.451 0.06 0.00 0.06
Se 2.782 1.222 1.094 0.21 -0.08 0.06
S 2.105 4.417 1.318 -0.14 0.20 0.06
P 2.816 -0.621 2.268 -0.06 0.03 0.00
P -0.133 4.667 -0.703 -0.53 0.75 -0.83
P 1.556 1.731 -2.054 0.71 0.25 -0.33
P 1.210 -4.385 1.916 -0.18 -0.07 -0.06
O -9.876 -3.634 -6.358 -0.04 0.00 -0.02
O -0.160 2.509 1.573 -0.19 0.09 -0.51
N -1.734 6.441 -2.412 -0.03 0.01 0.04
N -4.137 -2.321 -3.603 0.07 -0.12 -0.06
N -0.160 -0.542 -1.255 -0.29 -0.49 -0.17
N 0.247 -0.490 1.508 -0.10 -0.58 0.09
N -1.164 7.245 -0.201 -0.04 0.12 0.12
N -0.637 -2.464 1.431 -0.03 -0.04 -0.08
N 0.525 7.137 -1.914 0.17 0.14 -0.01
N -1.703 1.454 -0.472 -0.91 -0.17 -0.41
N -0.863 -1.199 1.281 -0.29 0.16 0.37
N 0.362 2.933 2.731 0.35 0.05 0.11
N -5.315 -0.487 -3.183 0.01 -0.01 0.01
C 4.761 -5.113 -0.940 -0.01 0.03 -0.01
C 1.158 3.864 5.169 0.11 0.08 -0.02
C 4.568 -2.735 2.671 -0.01 0.08 -0.02
C 3.849 -0.419 6.209 0.04 0.03 0.00
C -3.833 2.551 -0.359 -0.05 0.01 -0.10
C -3.306 -1.491 -2.898 -0.02 0.07 0.05
C 5.276 -1.061 1.076 -0.01 -0.05 0.00
C 0.665 -2.644 1.766 0.24 0.12 -0.01
C 2.554 0.347 -2.733 -0.17 -0.06 0.12
C 6.462 -1.755 0.884 -0.01 0.00 -0.01
C -2.504 2.392 0.031 0.05 0.06 0.15
C 2.593 -5.592 4.019 0.05 0.08 -0.01
C 1.772 -3.728 5.905 -0.01 0.03 0.00
C 1.546 -0.158 4.680 -0.01 0.02 0.05
C -6.477 -2.233 -4.472 -0.07 0.00 0.00
C 1.246 -1.376 1.828 -0.12 -0.21 -0.15
C 2.769 -0.400 4.059 -0.02 0.01 -0.04
C -8.742 -3.245 -5.755 0.09 0.10 0.02
C -0.911 5.950 0.433 0.18 -0.14 -0.06
C -7.517 -1.378 -4.859 0.09 -0.03 0.01
C -10.079 -5.023 -6.591 0.01 -0.02 -0.02
C 1.392 3.834 2.750 -0.09 -0.03 -0.28
C 2.551 -4.807 6.292 0.01 0.02 -0.01
C -1.159 -2.780 -2.596 -0.02 0.08 0.00
C -4.374 1.714 -1.305 0.06 -0.01 0.02
C 3.926 -0.514 4.828 0.01 0.10 -0.03
C 4.323 -1.557 1.961 -0.07 -0.04 0.00
C 2.940 2.921 -1.902 -0.21 0.14 0.08
C -2.188 7.224 -1.177 0.02 0.02 0.14
C 3.145 -3.597 -0.013 0.01 -0.06 0.02
C 2.623 -4.607 0.786 -0.03 0.01 -0.01
C -0.460 7.109 -2.928 0.14 0.01 0.02
C -6.588 -3.589 -4.753 0.08 0.03 0.03
C 5.750 -3.422 2.468 0.01 -0.06 0.00
C 0.095 -2.788 -2.046 0.00 -0.06 -0.06
C -1.436 -0.551 -1.728 0.03 0.06 0.00
C 1.820 -4.501 3.622 -0.12 -0.01 0.01
C 0.672 2.210 -3.586 -0.12 0.04 0.20
C -0.285 2.524 3.848 -0.08 -0.01 0.08
C 2.627 -0.196 6.826 0.00 0.00 -0.02
C 3.151 -5.894 0.667 0.01 0.01 0.04
C -8.626 -1.873 -5.500 -0.07 -0.03 -0.01
C -1.966 -1.638 -2.441 0.04 -0.07 -0.02
C -7.708 -4.102 -5.386 -0.02 -0.10 -0.03
C -1.482 5.005 -2.051 0.18 -0.32 0.22
C -4.068 -0.369 -2.644 -0.02 0.00 -0.04
C -2.252 0.571 -1.362 0.00 0.08 0.08
C 2.956 -5.742 5.347 0.03 -0.01 -0.02
C 0.081 2.976 5.079 -0.08 -0.04 0.01
C 6.697 -2.935 1.574 -0.03 0.01 -0.01
C 0.051 7.856 -0.734 -0.06 -0.18 -0.07
C 1.072 5.821 -1.584 -0.09 -0.05 0.24
C 0.562 -1.644 -1.403 0.20 0.10 0.01
C 1.478 -0.054 6.059 -0.01 0.01 -0.01
C -3.574 0.677 -1.804 -0.02 -0.13 -0.03
C 1.397 -3.580 4.577 0.04 -0.05 0.00
C 4.228 -6.138 -0.170 0.02 0.00 0.00
C 1.798 4.270 4.029 -0.03 -0.07 0.11
C 4.199 -3.847 -0.881 -0.03 0.02 0.00
C -5.335 -1.673 -3.758 -0.04 0.14 0.04
H -0.461 2.647 5.953 -0.02 -0.01 0.00
H -0.252 6.105 1.282 0.03 -0.05 0.07
H -2.421 8.235 -1.513 0.00 -0.02 -0.06
H 1.440 -3.005 6.638 0.00 -0.01 0.00
H -9.315 -5.430 -7.257 0.01 0.03 -0.02
H -1.861 5.551 0.802 0.04 -0.02 0.05
H -4.427 3.322 0.112 0.01 0.00 0.00
H 0.434 3.273 -3.580 -0.02 0.00 0.02
H -1.104 1.844 3.668 0.03 -0.02 -0.05
H 2.621 4.968 4.063 0.00 0.00 -0.01
H 5.607 -5.301 -1.588 -0.03 -0.02 -0.04
H -10.085 -5.581 -5.653 -0.01 0.02 0.01
H 3.215 0.767 -3.491 0.01 -0.02 -0.02
H 3.162 -0.091 -1.940 -0.01 -0.01 0.00
H -1.529 -3.646 -3.129 -0.01 -0.02 0.06
H -0.119 6.545 -3.795 -0.05 -0.03 0.00
H -5.401 1.791 -1.636 -0.01 0.01 0.03
H 0.523 0.124 6.537 -0.01 -0.01 0.02
H 2.743 -2.598 0.057 0.05 -0.03 0.02
H 3.808 2.361 -1.556 0.03 0.02 -0.01
H 0.825 7.832 0.030 0.00 0.04 0.00
H 2.697 -6.713 1.210 -0.01 -0.01 -0.02
H -0.733 8.122 -3.228 -0.07 -0.01 0.00
H -2.070 3.006 0.807 0.09 0.03 -0.05
H 3.168 3.370 -2.869 0.02 -0.03 -0.02
H -5.805 -4.279 -4.460 -0.04 -0.03 0.02
H -2.427 4.588 -1.702 -0.05 0.04 -0.02
H -3.923 -3.243 -3.944 -0.02 0.03 -0.06
H -7.427 -0.321 -4.649 -0.04 0.00 0.00
H -1.213 4.478 -2.967 -0.02 0.07 -0.05
H 1.949 5.969 -0.957 0.04 -0.06 0.00
H 4.586 -3.048 -1.502 0.04 0.00 0.03
H 7.203 -1.370 0.195 0.01 0.01 0.02
H 2.737 3.688 -1.158 -0.05 0.00 -0.06
H 5.935 -4.339 3.011 -0.01 0.00 0.00
H 0.732 -3.660 -2.098 0.01 0.01 0.01
H 0.766 -2.750 4.290 -0.03 -0.02 0.02
H 1.560 -1.613 -0.996 -0.02 0.04 -0.01
H -9.432 -1.224 -5.814 0.00 0.01 0.02
H 1.394 5.341 -2.511 0.06 -0.03 0.02
H 3.544 -6.599 5.647 0.02 0.02 0.01
H -3.088 6.743 -0.796 -0.01 -0.04 -0.05
H 1.938 -0.424 -3.191 0.00 0.00 -0.02
H 2.914 -6.328 3.295 -0.02 -0.04 0.02
H 2.836 -4.925 7.329 -0.01 -0.01 0.00
H 7.623 -3.474 1.425 0.00 0.00 -0.01
H 5.096 -0.132 0.554 0.00 -0.02 -0.04
H 4.643 -7.135 -0.233 -0.01 0.00 0.00
H 0.646 -0.067 4.087 -0.04 -0.03 -0.02
H -0.159 8.891 -1.007 0.00 0.01 0.01
H -11.051 -5.102 -7.067 -0.01 -0.02 0.00
H -0.255 1.639 -3.667 -0.01 0.02 -0.03
H 4.747 -0.524 6.802 0.00 0.02 0.00
H 1.472 4.243 6.132 0.02 -0.01 -0.01
H -7.772 -5.162 -5.580 0.01 0.00 0.02
H 3.841 -3.112 3.379 0.03 0.01 0.02
H 1.301 1.994 -4.449 0.00 0.04 -0.02
H 2.571 -0.133 7.905 -0.01 0.00 0.00
H -2.456 6.498 -3.131 -0.01 0.00 0.01
H 4.887 -0.673 4.357 0.00 -0.04 0.01
```
Forces are in eV/Å.

As for the net charge: +2. The calculation puts the total energy at -9708.3706 Ha. As for the multiplicity: 4. Its orbital gap (alpha / beta) is 6.151 / 5.545 eV. The energy above the lowest of the compared OMol25 structures with the same formula, charge and spin is 1.054 eV. The LUMO energy (alpha / beta) comes out at -4.869 / -5.495 eV. The calculation puts the HOMO energy (alpha / beta) at -11.02 / -11.04 eV.